Below is the ion CHN2O4 with charge -1 at a distorted geometry, with properties calculated with ωB97M-V/def2-TZVPD.

## Properties
maximum force	4.3	eV/A
SMILES	O=[N+]([O-])C=[N+]([O-])[O-]
M	105.03	u
lowest unoccupied orbital energy	4.34	eV
Kohn-Sham gap	8.55	eV
HOMO energy	-4.21	eV

Geometry as ORCA input:
```
! wB97M-V def2-TZVPD RIJCOSX def2/J DEFGRID3
* xyz -1 1
C -0.32991 -0.29366 -0.32879
N 0.13988 -0.93218 -1.39563
N -1.80458 -0.58616 0.30046
O 1.29365 -0.60110 -1.76892
O -0.51105 -1.79626 -2.00079
O -2.51085 -1.45706 -0.14780
O -2.07774 0.14807 1.24290
H 0.22010 0.46280 0.18675
*
```

Below is a structure of composition C21H23ClIN4OSr at a distorted geometry, with properties calculated with ωB97M-V/def2-TZVPD.

## Properties
maximum force	4.4	eV/A
M	597.42	u
lowest unoccupied orbital energy	-3.25	eV
Kohn-Sham gap	5.79	eV
HOMO energy	-9.04	eV

Geometry as ORCA input:
```
! wB97M-V def2-TZVPD RIJCOSX def2/J DEFGRID3
* xyz 1 1
Sr -0.00130 0.03870 0.80730
Cl 5.70310 4.35240 0.15040
C 4.53020 3.09430 0.00130
C 4.96330 1.76250 -0.01450
C 4.04430 0.75770 -0.10670
C 2.63920 0.99250 -0.14360
O 1.83720 0.00040 -0.17260
C 2.21550 2.36890 -0.15060
C 0.87360 2.82360 -0.22270
N -0.18740 2.08720 -0.12710
C -1.47610 2.56670 -0.13940
C -1.84230 3.90380 -0.13730
C -3.17700 4.30660 -0.07840
C -4.18840 3.38590 -0.04740
C -3.88660 2.01070 -0.06180
C -4.88780 1.01760 -0.02060
C -4.52590 -0.30360 -0.00790
C -3.16170 -0.61650 -0.01660
N -2.20600 0.27960 -0.05320
C -2.52350 1.58720 -0.09210
C 3.19910 3.38460 -0.09320
H 6.01800 1.54670 0.05130
H 4.37000 -0.27260 -0.12460
H 0.78770 3.90380 -0.36750
H -1.07960 4.66560 -0.16670
H -3.39840 5.36150 -0.04780
H -5.21830 3.69880 0.00170
H -5.92830 1.31070 0.00990
H -5.26360 -1.09030 0.02730
H -2.83120 -1.64980 0.01850
H 2.87840 4.41590 -0.09220
N 0.02680 -5.88920 0.00370
C -0.07190 -5.18770 -1.30470
C -0.59670 -3.76100 -1.05900
N 0.20180 -3.02040 -0.11070
C 0.40510 -3.74610 1.12520
C 0.96230 -5.15860 0.90740
H 0.32910 -6.86030 -0.12820
H -0.90220 -5.89950 0.44690
H -0.73690 -5.73860 -1.97140
H 0.92440 -5.15720 -1.74870
H -1.62440 -3.82050 -0.68110
H -0.61570 -3.22740 -2.00940
H 1.08520 -2.72100 -0.51550
H -0.54740 -3.80820 1.66540
H 1.09480 -3.18530 1.75870
H 1.05050 -5.68460 1.85920
H 1.94240 -5.12420 0.42680
I 1.33680 -1.67220 4.17880
C 0.06640 -0.07340 3.36130
H 0.50130 0.82310 3.80040
H -0.87330 -0.24420 3.88520
*
```

Below is a structure of composition C32H38BaFN6O5S5 at a distorted geometry, with properties calculated with ωB97M-V/def2-TZVPD.

## Properties
maximum force	6.1	eV/A
M	903.35	u
lowest unoccupied orbital energy	-3.17	eV
Kohn-Sham gap	6.00	eV
HOMO energy	-9.17	eV

Geometry as ORCA input:
```
! wB97M-V def2-TZVPD RIJCOSX def2/J DEFGRID3
* xyz 1 1
Ba -1.68081 -2.27438 1.29175
C 0.27263 -2.16229 -3.22451
C 1.29526 -2.49321 -2.15062
S 0.71499 -3.35348 -0.63490
C 0.11391 -4.92496 -1.35475
C -1.28680 -5.33919 -0.94104
S -2.65558 -4.16624 -1.18139
C -2.53258 -3.78965 -2.98156
C -2.56318 -2.30241 -3.27148
S -1.20603 -1.30369 -2.55283
H -0.07262 -3.05169 -3.74346
H 0.73318 -1.49702 -3.95822
H 1.68864 -1.56842 -1.73531
H 2.10686 -3.08191 -2.58336
H 0.79112 -5.70049 -0.99527
H 0.22570 -4.84281 -2.43446
H -1.31546 -5.50554 0.13550
H -1.55778 -6.26378 -1.45763
H -3.39079 -4.25818 -3.46528
H -1.63148 -4.26347 -3.36366
H -3.45479 -1.85430 -2.83186
H -2.56485 -2.13305 -4.34940
F 3.14434 2.65941 -3.84473
C 2.17011 2.97033 -2.94828
C 1.60657 1.94496 -2.23236
C 0.57535 2.18594 -1.33091
C 0.00736 1.06919 -0.56180
O 0.53099 -0.03570 -0.53217
C -1.21312 1.41557 0.13721
C -1.61918 2.69300 0.24173
N -0.92579 3.74723 -0.29817
C -1.30881 5.08253 0.04666
C -0.34619 5.92817 0.83440
C -1.59250 5.41181 1.48196
C 0.11927 3.50496 -1.14689
C 0.75413 4.53887 -1.84678
C 1.76737 4.30144 -2.76391
N 2.38282 5.40062 -3.38924
C 1.59749 6.49863 -3.90965
C 2.31608 7.80235 -3.50123
N 3.76433 7.48436 -3.34490
C 4.20877 6.58151 -4.43908
C 3.58495 5.20202 -4.17569
C -1.85623 0.22733 0.83960
O -1.40911 -0.01335 1.96113
O -2.66824 -0.46171 0.20238
H 1.95102 0.93200 -2.37005
H -2.52012 2.95997 0.77312
H -1.92098 5.56674 -0.70910
H -0.28028 6.98153 0.60720
H 0.58420 5.47235 1.13600
H -2.39170 6.10730 1.68207
H -1.49245 4.63012 2.21870
H 0.44768 5.55235 -1.65308
H 0.58765 6.48282 -3.50518
H 1.51734 6.43129 -5.00386
H 1.94492 8.18188 -2.54805
H 2.19677 8.57270 -4.26329
H 3.86907 6.95800 -2.46567
H 4.33148 8.33749 -3.29909
H 5.29660 6.50652 -4.45974
H 3.87021 7.00020 -5.38797
H 4.27888 4.59021 -3.59690
H 3.39475 4.69753 -5.13394
N 1.07235 -6.95054 7.79071
C 0.63774 -6.42664 6.60267
C 1.31127 -5.34029 6.02926
C 0.90166 -4.83982 4.81572
C -0.17348 -5.40798 4.15171
C -0.85383 -6.47728 4.70071
C -0.44211 -6.99311 5.91590
S -0.67492 -4.46884 2.73021
O -1.91467 -4.95700 2.13833
O 0.41845 -4.44336 1.78740
N -0.90634 -3.00973 3.29536
C -2.09160 -2.89953 3.88239
S -2.39177 -3.49625 5.51187
C -4.02495 -2.93251 5.37118
C -4.21812 -2.36956 4.15919
N -3.13719 -2.36856 3.33352
H 1.71059 -6.39876 8.33587
H 0.47051 -7.56879 8.30640
H 2.14477 -4.89091 6.54841
H 1.39034 -3.99429 4.35788
H -1.70064 -6.89738 4.17888
H -0.96227 -7.83384 6.35164
H -4.71056 -3.06281 6.18373
H -5.14059 -1.94251 3.80431
*
```

Below is a cluster of 2 separate species, C3H11OPSi in total at a distorted geometry, with properties calculated with ωB97M-V/def2-TZVPD.

## Properties
maximum force	4.7	eV/A
M	122.18	u
lowest unoccupied orbital energy (alpha / beta)	0.31 / -1.44	eV
Kohn-Sham gap (alpha / beta)	9.44 / 4.75	eV
HOMO energy (alpha / beta)	-9.13 / -6.19	eV

Geometry as ORCA input:
```
! wB97M-V def2-TZVPD RIJCOSX def2/J DEFGRID3
* xyz 0 1
C 1.87271 -1.53694 0.02509
C -1.36707 0.57131 -0.41682
C 1.21387 2.31403 -1.54174
O 1.63546 -0.27953 -0.60401
Si 0.56788 0.96635 -0.43704
P -1.52587 -1.35225 2.83892
H 1.07193 -2.00626 0.58820
H 2.69773 -1.23327 0.73224
H 2.21458 -2.15954 -0.89199
H -1.73989 1.56383 -0.60922
H -1.60030 -0.08378 -1.19118
H -1.73794 0.03332 0.46522
H 2.15259 2.32544 -2.01050
H 0.69042 2.21428 -2.55696
H 0.94767 3.08254 -0.92207
H -2.18946 -0.93097 3.98867
H -1.66222 -2.75729 3.39151
*
```

Below is the ion C8H13OS with charge +1 at a distorted geometry, with properties calculated with ωB97M-V/def2-TZVPD.

## Properties
maximum force	3.3	eV/A
M	157.26	u
lowest unoccupied orbital energy	-6.23	eV
Kohn-Sham gap	7.39	eV
HOMO energy	-13.62	eV

Geometry as ORCA input:
```
! wB97M-V def2-TZVPD RIJCOSX def2/J DEFGRID3
* xyz 1 1
C -1.51837 -0.26263 0.69500
C -0.26782 0.00909 0.19282
C -0.29359 0.51004 2.88487
C 0.60638 0.95182 3.88675
C 0.98383 -1.43945 -1.31976
C 0.72449 1.02093 -1.83197
C -1.21446 -0.53331 -2.13216
C 0.03367 -0.23980 -1.31245
O 0.65823 0.42226 0.90969
S -1.71757 -0.00078 2.39410
H -2.37929 -0.62210 0.17068
H 0.79783 0.16377 4.62307
H 0.22416 1.84101 4.39962
H 1.56475 1.21875 3.43136
H 1.25947 -1.66564 -2.34643
H 1.88929 -1.22380 -0.75864
H 0.50801 -2.32082 -0.89568
H 1.59233 1.26905 -1.22712
H 0.04179 1.86745 -1.82900
H 1.05095 0.85327 -2.85456
H -0.92337 -0.61765 -3.17679
H -1.94160 0.27129 -2.05840
H -1.67914 -1.47274 -1.84501
*
```

Below is a structure of composition C13H10AuNOS, with properties calculated with ωB97M-V/def2-TZVPD.

## Properties
maximum force	0.8	eV/A
M	425.26	u
lowest unoccupied orbital energy	-0.62	eV
Kohn-Sham gap	8.97	eV
HOMO energy	-9.59	eV

Geometry as ORCA input:
```
! wB97M-V def2-TZVPD RIJCOSX def2/J DEFGRID3
* xyz 0 1
Au 3.40166 0.38780 -1.55622
O 1.23624 -1.78996 -1.41866
S 1.26201 -0.78144 -0.32753
C 0.31821 -1.42119 1.04269
C -0.61661 -2.41213 0.79048
C -1.36347 -2.90077 1.85017
C -1.16728 -2.40490 3.13287
C -0.21545 -1.42377 3.36959
C 0.54369 -0.92977 2.31861
C 0.20970 0.57495 -0.82871
C 0.13454 1.72076 -0.04945
C -0.64019 2.77839 -0.49209
C -1.31358 2.68585 -1.70455
C -1.21513 1.53907 -2.47572
C -0.44609 0.46754 -2.04137
H -0.73613 -2.79035 -0.21630
H -2.10042 -3.67348 1.67662
H -1.75315 -2.79274 3.95555
H -0.05345 -1.04912 4.37126
H 1.30407 -0.17790 2.49145
H 0.68005 1.79425 0.88365
H -0.70670 3.68116 0.09979
H -1.90489 3.52133 -2.05438
H -1.72351 1.48145 -3.42863
H -0.32456 -0.42815 -2.63552
N 3.61417 2.57041 -3.79220
C 3.57625 1.77268 -2.96140
*
```

Q: Which formula does entry 4 have?
A: C3H11OPSi